{"formula": "C2H5N3OS", "method": "ωB97M-V/def2-TZVPD", "e_tot_ev": -19504.91284, "e_lumo_ha": 0.0177, "relative_energy_kcal_mol": 93.1, "smiles": "N/N=C\\NSC=O", "elements": ["N", "H", "C", "S", "H", "N", "O", "N", "H", "C", "H", "H"], "positions_angstrom": [[0.5836, -1.1817, -0.3784], [1.2843, 2.5131, 0.6921], [1.8852, -0.4833, -0.2989], [-0.7947, -0.9756, 0.5314], [0.6217, 0.9359, 1.1852], [2.2657, 0.7605, -0.0707], [-2.6793, 0.8758, -0.2961], [1.0751, 1.4452, 0.3495], [2.7112, -1.1373, -0.7870], [-1.5568, 0.5361, -0.4647], [0.6931, -2.0943, -0.9067], [-0.6014, 0.9006, -1.0376]], "forces_ev_per_a": [[3.09, 0.05, -0.82], [-0.24, -3.70, -1.11], [1.70, -0.31, -1.86], [-1.09, 0.89, -0.38], [1.07, 1.31, -1.62], [-2.98, -2.95, 0.43], [1.06, 0.23, -0.49], [-0.02, 3.02, 2.70], [-1.50, 1.06, 1.11], [1.15, -1.38, 0.59], [-0.37, 1.77, 1.06], [-1.87, 0.00, 0.40]], "mulliken_charge": [-0.28, 0.26, 0.11, -0.12, 0.25, -0.41, -0.41, -0.44, 0.27, 0.18, 0.26, 0.33]}